Record 1
The following is a quantum chemistry calculation of 2 unconnected molecules or ions with the total composition C4H11N3O2, from OMol25.

The geometry in XYZ format:
```
20
Properties=species:S:1:pos:R:3:mulliken_charge:R:1
H -2.551 1.282 1.157 0.212
N -2.297 0.631 0.417 -0.733
C -1.175 0.702 -0.181 0.348
N -0.906 -0.066 -1.288 -0.253
N -0.178 1.673 0.206 -0.070
C 0.837 2.084 -0.735 -0.890
H 0.011 -0.027 -1.655 -0.039
H -1.436 -0.788 -1.724 0.258
H -0.399 2.387 0.873 0.199
H 1.105 1.329 -1.508 0.323
H 1.831 2.177 -0.219 0.297
H 0.703 3.051 -1.211 0.280
C -0.252 -1.839 1.089 -0.573
C 1.278 -2.066 0.745 0.552
O 1.978 -2.758 1.424 -0.511
O 1.722 -1.620 -0.438 -0.461
H -0.783 -2.454 0.359 0.213
H -0.483 -0.781 1.255 0.235
H -0.559 -2.242 2.080 0.311
H 1.554 -0.674 -0.646 0.302
```

Properties
HOMO-LUMO gap   9.55 eV
Spin multiplicity   1
HOMO   -9.1 eV
SMILES   [H]/N=C(/N)NC.CC(=O)O
F_max   2.89 eV/Å
Energy above the lowest of the compared OMol25 structures with the same formula, charge and spin   2.076 eV

***

Record 2
The following is a quantum chemistry calculation of a single C26H35N3O3 molecule, from OMol25.

The geometry in XYZ format:
```
67
Properties=species:S:1:pos:R:3:mulliken_charge:R:1
N 5.475 0.672 -2.438 -0.161
C 4.730 -0.229 -1.759 -0.821
O 4.582 -1.359 -2.175 -0.660
C 4.095 0.243 -0.428 2.072
N 4.868 -0.191 0.738 0.074
C 4.728 -1.538 1.266 -0.822
C 5.617 -2.586 0.589 -0.642
C 7.078 -2.168 0.715 -0.885
C 7.243 -0.773 0.124 -0.482
C 6.265 0.203 0.794 -0.835
C 2.664 -0.332 -0.439 -2.111
C 1.839 0.119 0.768 -0.564
N 1.788 1.560 0.815 0.076
C 0.715 2.325 0.505 0.252
O 0.805 3.523 0.299 -0.665
C -0.614 1.639 0.487 0.580
C -1.111 1.013 1.627 0.012
C -2.376 0.462 1.625 -0.855
C -3.165 0.524 0.475 0.169
C -4.460 -0.045 0.471 0.240
C -5.575 -0.497 0.443 -0.784
C -6.897 -1.116 0.461 1.729
O -6.961 -2.110 1.478 -0.641
C -7.194 -1.732 -0.920 -1.147
C -7.291 -0.654 -1.995 -0.453
C -8.366 0.367 -1.635 -0.651
C -8.060 1.000 -0.281 -0.530
C -7.964 -0.067 0.803 -1.284
C -2.670 1.159 -0.664 -0.854
C -1.409 1.721 -0.651 -0.691
C 3.101 2.162 0.865 -1.666
C 3.925 1.777 -0.364 -1.082
H 5.894 0.378 -3.306 0.294
H 5.602 1.621 -2.143 0.224
H 3.690 -1.858 1.223 0.523
H 5.010 -1.474 2.326 0.426
H 5.454 -3.555 1.063 0.426
H 5.345 -2.668 -0.463 0.214
H 7.726 -2.878 0.197 0.400
H 7.365 -2.155 1.770 0.316
H 8.263 -0.410 0.273 0.411
H 7.053 -0.815 -0.948 0.232
H 6.393 1.196 0.364 0.374
H 6.524 0.270 1.858 0.511
H 2.177 0.033 -1.347 0.580
H 2.692 -1.418 -0.510 0.476
H 2.297 -0.236 1.696 0.343
H 0.830 -0.288 0.689 0.588
H -0.506 0.975 2.522 0.470
H -2.766 -0.018 2.511 0.486
H -6.265 -2.758 1.323 0.409
H -6.407 -2.449 -1.175 0.402
H -8.139 -2.275 -0.847 0.343
H -7.520 -1.118 -2.956 0.346
H -6.326 -0.149 -2.084 0.183
H -8.415 1.140 -2.405 0.324
H -9.339 -0.129 -1.593 0.330
H -8.841 1.716 -0.017 0.343
H -7.112 1.541 -0.339 0.298
H -8.916 -0.591 0.909 0.419
H -7.717 0.381 1.766 0.386
H -3.285 1.216 -1.551 0.465
H -1.029 2.229 -1.524 0.462
H 3.613 1.813 1.766 0.387
H 2.966 3.245 0.908 0.596
H 3.403 2.118 -1.261 0.475
H 4.879 2.299 -0.297 0.621
```

Properties
HOMO-LUMO gap   8.82 eV
Spin multiplicity   1
HOMO   -8.3 eV
SMILES   NC(=O)C1(N2CCCCC2)CCN(C(=O)c2ccc(C#CC3(O)CCCCC3)cc2)CC1
F_max   0.96 eV/Å
Energy above the lowest of the compared OMol25 structures with the same formula, charge and spin   0.786 eV

***

> Which formula does entry 2 have?

C26H35N3O3